Model i:
{"formula": "C4H7N3", "method": "the ωB97M-V functional and the def2-TZVPD basis", "homo_ev": -7.19, "orbital_gap_ev": 7.7, "elements": ["C", "C", "N", "C", "N", "C", "N", "H", "H", "H", "H", "H", "H", "H"], "positions_angstrom": [[1.45911, 0.86328, 0.72811], [-1.62868, -0.00758, 0.78368], [-1.06128, -0.69201, -0.18179], [-0.00675, -0.28062, -0.89433], [0.47605, 0.94233, -0.43558], [0.60719, -1.16813, -1.78585], [1.13826, -1.86933, -2.55007], [2.39039, 0.90291, 0.19448], [1.54265, -0.02384, 1.39580], [1.39737, 1.74233, 1.37813], [-1.50884, 1.05795, 0.87451], [-2.37223, -0.51158, 1.34328], [-1.32719, -1.65653, -0.32899], [0.89475, 1.44433, -1.21187]]}



Model ii:
{"formula": "C4H7N3", "method": "the ωB97M-V functional and the def2-TZVPD basis", "homo_ev": [-7.79, -8.15], "orbital_gap_ev": [6.2, 6.8], "elements": ["C", "N", "C", "C", "C", "N", "N", "H", "H", "H", "H", "H", "H", "H"], "positions_angstrom": [[-0.74897, 0.46307, 0.20112], [-1.04762, 0.68189, -1.15551], [1.29194, 0.61523, 0.71280], [0.55252, -0.81122, 0.44993], [0.89224, -1.59931, -0.61288], [0.45552, 1.53624, 0.65037], [-1.65801, 0.22240, 1.10073], [-1.91953, 1.18847, -1.24169], [-0.31375, 1.19670, -1.62864], [-2.21938, 1.04954, 1.30031], [2.36180, 0.61248, 0.92023], [0.41007, -1.28889, 1.41836], [1.08693, -2.65869, -0.49240], [0.85623, -1.20791, -1.62272]]}



Relative energy table, unit kcal/mol: model i 0.0; model ii 66.4



Model i:
{"formula": "C4H12NO", "method": "the ωB97M-V functional and the def2-TZVPD basis", "homo_ev": -14.12, "orbital_gap_ev": 10.7, "charge": 1, "elements": ["C", "C", "C", "C", "N", "H", "H", "H", "H", "H", "H", "H", "H", "H", "H", "H", "H", "O"], "positions_angstrom": [[1.31285, 0.10552, 1.16462], [-0.22255, 0.20412, 1.31185], [-0.75835, -0.70957, 0.23330], [-1.14420, -2.04120, 0.36618], [-1.10128, 0.04040, -0.99221], [1.79922, 0.78860, 1.94832], [1.55420, -0.97906, 1.27088], [1.82294, 0.48824, 0.29981], [-0.45872, 0.02233, 2.34170], [-0.81252, 1.13929, 1.01617], [-1.19218, -2.62126, 1.35992], [-1.56261, -2.65209, -0.34683], [-1.84214, 0.77194, -0.82030], [-1.30293, -0.40410, -1.86577], [-0.14960, 0.56987, -1.12912], [1.71505, 1.70151, -1.37054], [1.23609, 2.10203, -2.78766], [1.10673, 1.47343, -2.00032]]}



Model ii:
{"formula": "C4H12NO", "method": "the ωB97M-V functional and the def2-TZVPD basis", "homo_ev": -14.21, "orbital_gap_ev": 10.8, "charge": 1, "elements": ["C", "C", "C", "C", "N", "H", "H", "H", "H", "H", "H", "H", "H", "H", "H", "H", "H", "O"], "positions_angstrom": [[-1.43369, 2.42719, 0.81516], [-1.26132, 1.65267, -0.52265], [-0.60392, 0.32677, -0.30413], [0.50961, 0.05827, -0.98259], [1.05000, -1.30605, -0.98419], [-2.05470, 1.85917, 1.50735], [-2.00403, 3.33284, 0.61079], [-0.45430, 2.67304, 1.21862], [-0.74404, 2.26948, -1.24777], [-2.28400, 1.42798, -0.84420], [-1.07815, -0.35496, 0.39177], [1.03654, 0.76846, -1.59388], [2.06627, -1.34536, -0.95013], [0.62514, -1.86090, -0.22572], [0.81488, -1.83871, -1.82527], [1.17320, -3.32628, 1.60890], [1.94613, -2.12957, 2.12586], [1.28557, -2.36500, 1.49461]]}



Relative energy table, unit kcal/mol: model i 29.0; model ii 0.0



Model i:
{"formula": "C4H12NO", "method": "the ωB97M-V functional and the def2-TZVPD basis", "homo_ev": -14.29, "orbital_gap_ev": 10.8, "charge": 1, "elements": ["C", "N", "C", "C", "C", "H", "H", "H", "H", "H", "H", "H", "H", "H", "H", "H", "H", "O"], "positions_angstrom": [[1.11927, 0.56881, -1.20330], [1.47809, 1.36579, -0.00250], [0.99954, 0.60543, 1.19028], [-0.42686, 0.21631, 0.70577], [-0.33682, 0.07382, -0.88606], [1.82753, -0.17323, -1.42233], [1.12690, 1.13653, -2.17093], [2.44445, 1.84788, -0.08431], [0.83337, 2.19184, -0.21644], [1.69295, -0.21566, 1.27178], [1.19702, 1.20509, 1.99398], [-1.06409, 1.07241, 0.89846], [-0.90240, -0.56347, 1.32722], [-0.37756, -1.03371, -1.11411], [-1.08664, 0.64056, -1.38118], [-2.74014, -2.88001, 1.15286], [-3.30008, -2.94766, -0.29978], [-2.48452, -3.11073, 0.24059]]}



Model ii:
{"formula": "C4H12NO", "method": "the ωB97M-V functional and the def2-TZVPD basis", "homo_ev": -15.09, "smiles": "CC[C@H]([NH3+])CO", "orbital_gap_ev": 11.7, "charge": 1, "elements": ["C", "C", "C", "N", "C", "O", "H", "H", "H", "H", "H", "H", "H", "H", "H", "H", "H", "H"], "positions_angstrom": [[1.68935, 1.71764, -0.72562], [0.50301, 0.84676, -1.01070], [-0.15891, 0.31686, 0.27720], [0.79149, -0.68718, 0.87701], [-1.49908, -0.34813, 0.04725], [-1.48293, -1.72337, 0.41439], [2.62422, 1.24665, -0.46249], [1.65509, 2.27302, 0.29294], [1.82935, 2.47111, -1.50079], [-0.25778, 1.51569, -1.44764], [0.81871, 0.08892, -1.69450], [-0.14508, 1.14024, 1.00435], [0.95934, -1.40572, 0.14649], [1.72290, -0.31094, 1.05031], [0.42998, -1.16527, 1.69856], [-2.14676, 0.29916, 0.58694], [-1.77167, -0.28072, -1.00021], [-2.37293, -2.09166, 0.32681]]}



Model iii:
{"formula": "C4H12NO", "method": "the ωB97M-V functional and the def2-TZVPD basis", "homo_ev": -14.72, "smiles": "CC[NH2+]CCO", "orbital_gap_ev": 11.6, "charge": 1, "elements": ["C", "C", "N", "C", "C", "O", "H", "H", "H", "H", "H", "H", "H", "H", "H", "H", "H", "H"], "positions_angstrom": [[0.57120, -0.04086, -2.53457], [1.05441, -0.40089, -1.12176], [0.40594, 0.42002, -0.02006], [0.07018, -0.47203, 1.33207], [-1.25638, -0.02812, 2.04067], [-1.28970, 1.38661, 1.86786], [1.39963, -0.61586, -3.14853], [-0.45919, -0.41617, -2.82351], [0.58527, 1.02068, -2.87962], [2.21811, -0.41348, -1.24672], [0.56766, -1.44041, -0.97479], [1.01433, 1.12921, 0.23206], [-0.41704, 0.85091, -0.44498], [1.04716, -0.51164, 1.85953], [0.18534, -1.52140, 0.96203], [-1.44376, -0.23053, 3.17854], [-2.11243, -0.53339, 1.58454], [-2.14076, 1.81735, 2.13725]]}



Relative energy table, unit kcal/mol: model i 6.0; model ii 0.0; model iii 30.6